# 1
{
  "formula": "C26H58F4I2N3O16S5",
  "method": "ωB97M-V with the def2-TZVPD basis set",
  "symbols": ["I", "I", "S", "S", "S", "S", "S", "F", "F", "F", "F", "O", "O", "O", "O", "O", "O", "O", "O", "O", "O", "O", "O", "O", "O", "O", "O", "N", "N", "N", "C", "C", "C", "C", "C", "C", "C", "C", "C", "C", "C", "C", "C", "C", "C", "C", "C", "C", "C", "C", "C", "C", "C", "C", "C", "C", "H", "H", "H", "H", "H", "H", "H", "H", "H", "H", "H", "H", "H", "H", "H", "H", "H", "H", "H", "H", "H", "H", "H", "H", "H", "H", "H", "H", "H", "H", "H", "H", "H", "H", "H", "H", "H", "H", "H", "H", "H", "H", "H", "H", "H", "H", "H", "H", "H", "H", "H", "H", "H", "H", "H", "H", "H", "H"],
  "coordinates": [[3.869, 3.540, 0.840], [5.249, 0.054, 6.699], [-3.136, 1.325, -2.504], [0.822, 5.711, -2.629], [-5.405, -3.435, -2.718], [0.979, 10.027, 2.887], [-1.997, -7.366, -2.756], [4.243, -2.085, -0.737], [2.100, -1.732, -1.840], [1.095, -3.075, -0.547], [3.412, -3.733, 0.232], [-6.064, -4.857, -2.982], [0.220, 7.150, -2.305], [-4.050, 0.941, -3.536], [1.976, 9.523, 4.025], [-2.642, 0.011, -1.745], [-3.034, -8.048, -2.041], [3.010, -1.793, 6.535], [-2.146, -7.019, -4.133], [-3.991, -3.613, -2.520], [1.534, 9.697, 1.608], [-2.001, 2.147, -2.793], [0.561, 11.358, 3.188], [1.980, 5.864, -3.453], [-0.627, -8.162, -2.565], [-6.191, -2.721, -1.762], [0.879, 4.948, -1.416], [1.745, -2.951, 2.254], [2.969, -1.428, 3.624], [3.517, -1.767, 1.393], [-0.514, 5.131, -3.619], [-1.537, -5.921, -1.858], [1.726, -4.057, 3.236], [0.832, 7.925, -1.255], [-6.652, -5.759, -0.779], [3.352, 9.941, 3.951], [2.783, -2.045, 2.419], [-0.611, -9.566, -2.886], [1.924, -2.035, -0.579], [3.871, -1.402, 5.880], [-5.687, -2.754, -4.317], [0.714, -3.848, 4.378], [2.119, 8.583, -1.706], [4.116, -1.882, 4.429], [-2.103, -1.056, -2.545], [3.548, 1.574, 1.655], [-0.675, -0.779, -2.975], [3.293, -2.437, 0.103], [-5.806, -5.904, -2.029], [-0.530, -9.807, -4.380], [4.597, -0.758, 1.432], [4.133, 0.520, 0.675], [-0.343, 8.919, 3.249], [-4.032, 2.034, -1.164], [-0.737, -3.765, 3.855], [3.541, 11.367, 4.431], [0.768, -4.766, 4.972], [1.487, -1.198, -0.021], [-0.641, 9.057, 4.285], [-6.753, -2.787, -4.526], [-1.169, 9.167, 2.585], [-0.379, -10.867, -4.586], [2.105, -1.397, 4.153], [-4.862, 1.379, -0.911], [0.292, -9.239, -4.818], [-0.245, -1.656, -3.459], [0.993, 7.305, -0.371], [-1.445, -9.491, -4.881], [4.602, 11.608, 4.496], [3.908, 9.261, 4.595], [-2.745, -1.247, -3.405], [-1.120, -2.743, 3.797], [-0.007, 7.901, 3.071], [5.525, -1.147, 1.018], [0.839, -2.497, 2.157], [-0.627, 0.053, -3.677], [-1.405, 5.065, -3.003], [3.083, 11.506, 5.411], [-0.660, 5.822, -4.446], [-2.129, -1.948, -1.923], [1.347, -4.927, 2.690], [-2.359, -5.209, -1.937], [0.109, 8.692, -0.983], [-0.636, -5.504, -2.304], [3.325, 0.287, -0.023], [0.986, -3.030, 5.049], [2.714, -4.345, 3.595], [-7.705, -5.643, -1.038], [2.896, 7.840, -1.894], [4.239, -2.968, 4.493], [-4.401, 3.003, -1.493], [-0.848, -4.244, 2.877], [4.831, -0.434, 2.440], [-1.480, -10.063, -2.450], [-6.362, -4.878, -0.205], [-0.062, -0.509, -2.114], [-1.388, -4.311, 4.538], [4.939, 0.941, 0.079], [-3.359, 2.158, -0.318], [-5.340, -1.722, -4.300], [-6.053, -6.840, -2.524], [2.481, 9.268, -0.940], [-4.743, -5.939, -1.787], [-5.127, -3.331, -5.048], [3.943, 1.479, 2.665], [-0.243, 4.147, -3.994], [0.273, -9.976, -2.400], [3.733, 9.811, 2.936], [2.465, 1.452, 1.684], [1.965, 9.132, -2.635], [-6.536, -6.634, -0.139], [-1.369, -6.193, -0.819], [5.076, -1.460, 4.132], [3.072, 12.077, 3.751]],
  "lowdin_charge": [0.847, 0.857, 0.576, 0.564, 0.580, 0.572, 0.567, 0.180, 0.147, 0.111, 0.199, -0.249, -0.261, -0.268, -0.263, -0.256, -0.277, 0.062, -0.263, -0.299, -0.282, -0.278, -0.262, -0.274, -0.266, -0.266, -0.313, 0.074, 0.119, 0.136, -0.122, -0.119, -0.164, -0.257, -0.066, -0.255, -0.287, -0.254, -0.347, -0.842, -0.105, -0.221, -0.067, -0.162, -0.256, -0.655, -0.064, -0.475, -0.246, -0.071, -0.078, -0.262, -0.120, -0.115, -0.089, -0.071, 0.116, 0.162, 0.076, 0.081, 0.077, 0.083, 0.141, 0.078, 0.085, 0.086, 0.109, 0.073, 0.082, 0.120, 0.107, 0.074, 0.072, 0.143, 0.152, 0.078, 0.068, 0.086, 0.078, 0.107, 0.129, 0.040, 0.121, 0.074, 0.099, 0.089, 0.120, 0.087, 0.071, 0.131, 0.079, 0.077, 0.098, 0.115, 0.069, 0.063, 0.081, 0.087, 0.074, 0.068, 0.129, 0.070, 0.089, 0.081, 0.037, 0.072, 0.121, 0.114, 0.034, 0.087, 0.083, 0.073, 0.081, 0.073],
  "charge": 1,
  "orbital_gap_ev": 7.6,
  "e_lumo_ev": -4.1280
}

***

# 2
{
  "formula": "C26H58N6O12",
  "method": "ωB97M-V with the def2-TZVPD basis set",
  "symbols": ["O", "O", "O", "O", "O", "O", "O", "O", "O", "O", "O", "O", "N", "N", "N", "N", "N", "N", "C", "C", "C", "C", "C", "C", "C", "C", "C", "C", "C", "C", "C", "C", "C", "C", "C", "C", "C", "C", "C", "C", "C", "C", "C", "C", "H", "H", "H", "H", "H", "H", "H", "H", "H", "H", "H", "H", "H", "H", "H", "H", "H", "H", "H", "H", "H", "H", "H", "H", "H", "H", "H", "H", "H", "H", "H", "H", "H", "H", "H", "H", "H", "H", "H", "H", "H", "H", "H", "H", "H", "H", "H", "H", "H", "H", "H", "H", "H", "H", "H", "H", "H", "H"],
  "coordinates": [[-7.094, 0.434, -4.390], [1.193, 1.319, 1.746], [2.928, 4.117, 2.325], [4.354, 2.772, 1.127], [-2.138, -5.569, 0.495], [2.196, 4.396, 0.217], [-2.360, -0.254, -0.959], [-2.843, 3.223, 0.759], [0.746, 4.396, 1.866], [0.619, 3.587, 3.052], [7.268, 0.066, -0.524], [1.486, -7.788, 2.405], [8.179, 1.822, -1.578], [-6.928, 1.717, -6.218], [0.142, -7.794, 4.195], [-3.809, -1.924, -0.610], [-2.687, 5.388, 0.227], [-1.268, -4.379, -1.187], [7.861, 0.503, -1.499], [2.018, 4.290, 1.382], [-0.504, 2.720, 2.846], [5.421, 1.938, 1.586], [2.355, -6.750, 4.377], [-4.366, -0.199, -2.262], [1.309, -7.482, 3.574], [-3.158, 6.744, 0.012], [0.018, 1.307, 2.532], [-6.711, 2.939, -6.970], [-3.428, -0.777, -1.235], [-4.872, 4.484, 0.887], [4.469, 0.030, 2.893], [-6.888, 1.536, -4.871], [4.935, 0.470, 1.490], [-3.399, 4.302, 0.624], [-0.267, -3.969, -2.155], [8.873, 2.518, -2.646], [4.243, 3.979, 1.787], [-0.252, -7.515, 5.563], [-1.190, -5.359, -0.250], [8.264, -0.382, -2.651], [-5.028, -2.694, -0.800], [-6.581, 2.739, -4.014], [-1.070, 0.422, 1.838], [0.087, -6.156, -0.170], [5.282, 0.156, 3.610], [-5.873, 2.800, -7.655], [-1.968, 1.022, 1.686], [-0.672, -4.082, -3.163], [-2.965, 7.034, -1.022], [-5.324, 0.053, -1.807], [0.930, -5.503, 0.059], [-4.220, 6.830, 0.211], [9.142, 1.841, -3.449], [0.530, -6.991, 6.101], [-1.316, -0.408, 2.502], [-5.031, 5.210, 1.686], [-5.384, 4.816, -0.017], [-5.669, -2.240, -1.548], [2.665, -7.348, 5.235], [3.221, -6.574, 3.746], [-5.293, 3.532, 1.194], [6.245, 2.039, 0.873], [9.780, 2.978, -2.250], [5.738, 2.162, 2.606], [-0.020, -2.919, -1.995], [0.271, -6.676, -1.112], [7.881, 2.355, -0.777], [4.086, 0.424, 0.806], [5.736, -0.138, 1.069], [4.434, 4.826, 1.119], [8.228, 3.304, -3.044], [1.971, -5.788, 4.719], [-0.674, 0.067, 0.895], [-1.053, 2.739, 3.790], [-0.470, -8.454, 6.076], [0.291, 0.837, 3.478], [-3.925, 0.707, -2.669], [3.643, 0.680, 3.197], [7.941, -1.397, -2.441], [-6.584, 2.435, -2.972], [0.634, -4.565, -2.066], [4.084, -0.990, 2.861], [-2.150, -3.891, -1.176], [-1.155, -6.902, 5.561], [-5.569, -2.753, 0.146], [-2.616, 7.424, 0.672], [-7.604, 3.169, -7.554], [-4.525, -0.905, -3.078], [-1.163, 3.122, 2.074], [-7.338, 3.512, -4.155], [-5.596, 3.140, -4.257], [1.010, 1.773, 0.922], [-6.494, 3.774, -6.313], [7.787, -0.048, -3.574], [-4.773, -3.708, -1.114], [-1.710, 5.192, 0.071], [4.914, 4.079, 2.640], [-7.137, 0.874, -6.728], [-3.138, -2.253, 0.068], [9.347, -0.378, -2.775], [-0.001, -6.892, 0.621], [-0.510, -8.278, 3.599]],
  "lowdin_charge": [0.025, -0.025, 0.092, -0.073, 0.015, 0.169, 0.030, 0.024, 0.055, -0.063, 0.033, 0.022, 0.011, 0.004, 0.009, 0.004, 0.018, 0.009, -0.532, -0.597, -0.117, -0.189, -0.011, -0.013, -0.549, -0.074, -0.375, -0.077, -0.544, -0.007, -0.101, -0.554, -0.205, -0.535, -0.070, -0.075, -0.200, -0.077, -0.551, -0.009, -0.069, -0.013, -0.023, -0.009, 0.067, 0.083, 0.057, 0.081, 0.083, 0.083, 0.089, 0.070, 0.071, 0.070, 0.072, 0.085, 0.081, 0.074, 0.083, 0.082, 0.082, 0.092, 0.083, 0.117, 0.085, 0.087, 0.128, 0.111, 0.075, 0.142, 0.084, 0.085, 0.064, 0.136, 0.082, 0.135, 0.081, 0.067, 0.083, 0.076, 0.071, 0.067, 0.105, 0.084, 0.084, 0.084, 0.082, 0.086, 0.093, 0.084, 0.085, 0.096, 0.071, 0.085, 0.079, 0.141, 0.138, 0.138, 0.132, 0.084, 0.059, 0.141],
  "charge": 0,
  "orbital_gap_ev": 9.6,
  "e_lumo_ev": 0.5672,
  "smiles": "CCCOCOC(=O)OOC[C@@H](C)O.CNC(C)=O.CNC(C)=O.CNC(C)=O.CNC(C)=O.CNC(C)=O.CNC(C)=O"
}